The following is a DFT calculation (the ωB97M-V functional and the def2-TZVPD basis) of C13H23I2OP2Ru as an isolated structure.

Frontier orbital gap (spin up / spin down) = 0.2924 / 0.1984 Eh
HOMO (spin up / spin down) = -14.63 / -15.76 eV
Charge = +2
Multiplicity = 6
Energy = -53244.3032 eV
Expectation value of S² = 8.791
Energy relative to the best compared isomer or geometry (same formula, charge and spin) = 0.039 eV

Each line ends with the natural charge from an NBO analysis.
Geometry (Å):
I  0.03  -2.25  -2.60  0.049
I  -0.19  1.39  -2.43  0.233
Ru  0.01  0.35  -0.05  0.038
P  -2.18  -0.17  -0.21  1.185
C  -3.11  1.33  0.23  -0.960
C  -3.01  -0.79  -1.70  -0.981
H  -4.03  -1.16  -1.49  0.275
H  -3.94  -1.38  0.79  0.266
H  -2.40  -1.61  -2.13  0.267
H  -2.42  -2.35  0.72  0.258
H  -2.88  2.16  -0.46  0.261
H  -3.07  0.02  -2.43  0.258
C  -2.86  -1.37  0.97  -0.954
H  -4.17  1.06  0.17  0.275
H  -2.61  -1.07  1.99  0.254
H  -2.86  1.60  1.27  0.257
P  2.23  -0.08  -0.24  1.169
C  3.07  1.43  0.30  -0.957
C  2.90  -1.25  0.96  -0.947
H  2.50  -1.50  -2.06  0.264
H  4.14  -1.05  -1.50  0.281
H  3.15  0.16  -2.43  0.261
C  3.13  -0.66  -1.70  -0.972
H  2.50  -2.24  0.74  0.255
H  3.99  -1.24  0.81  0.265
H  4.15  1.23  0.26  0.277
H  2.77  1.63  1.33  0.254
H  2.62  -0.93  1.98  0.250
H  2.81  2.27  -0.37  0.260
C  -0.05  2.04  0.67  0.536
O  -0.13  3.11  1.15  -0.401
C  0.03  -1.55  4.47  -0.106
C  0.03  -2.28  3.28  -0.141
C  0.01  -1.63  2.04  -0.280
C  0.00  -0.24  2.01  -0.066
C  0.00  0.52  3.20  -0.259
C  0.02  -0.15  4.43  -0.176
H  0.05  -2.06  5.43  0.258
H  0.04  -3.36  3.30  0.244
H  0.01  -2.21  1.12  0.242
H  -0.01  1.62  3.16  0.246
H  0.03  0.42  5.36  0.261